Below is C21H25BrN2O2 in the gas phase at a distorted geometry, with properties calculated with ωB97M-V/def2-TZVPD.

Positions of all 51 atoms, in Å:
C -3.45 -3.22 -1.50
C -3.19 -1.90 -1.63
C -4.40 -1.06 -1.07
C -2.16 -1.55 -0.44
C -0.97 -1.11 -0.75
C 0.13 -0.74 -0.14
C -0.06 -1.00 1.24
C 1.11 -0.69 2.37
C 2.42 -1.74 2.14
N 3.06 -1.20 0.98
C 3.81 0.16 0.77
O 3.72 0.87 1.89
C 4.26 0.38 -0.62
C 4.21 1.95 -0.59
N 2.97 2.61 -0.69
C 1.99 2.17 -1.24
O 2.03 1.53 -2.37
C 0.59 2.52 -0.65
C -0.62 2.26 -1.37
C -1.80 2.27 -0.93
C -2.02 2.48 0.32
Br -3.76 2.51 1.10
C -1.00 2.43 1.12
C 0.35 2.49 0.77
C -1.20 -1.57 1.75
C -2.33 -1.53 0.88
H -4.11 -3.42 -2.34
H -2.44 -3.67 -1.88
H -3.80 -3.64 -0.66
H -2.85 -1.32 -2.51
H -4.75 -1.44 -0.12
H -5.22 -1.01 -1.98
H -4.41 0.18 -0.99
H -0.56 -0.82 -1.97
H 0.98 -0.30 -0.46
H 0.73 -1.03 3.20
H 1.29 0.25 2.45
H 2.06 -2.68 2.02
H 2.99 -1.56 2.97
H 2.88 -1.64 0.31
H 5.22 0.12 -0.41
H 3.74 0.00 -1.26
H 4.38 2.24 -1.72
H 5.09 2.33 0.03
H 2.81 2.70 0.54
H -0.35 2.24 -2.28
H -2.65 2.26 -1.85
H -1.18 2.43 2.31
H 1.12 2.37 1.43
H -1.37 -1.92 2.70
H -3.31 -2.01 1.13

- Frontier orbital gap: 8.862 eV
- Energy: -3648.6793 hartree
- SMILES: CC(C)c1ccc(CCNC(=O)CCNC(=O)c2ccc(Br)cc2)cc1
- ΔE to the lowest compared entry with this formula, charge and spin: 1692.17 kJ/mol
- Largest force on an atom: 15.97 eV/A
- M: 417.35 g mol⁻¹